Entry 1:
Below is a structure of composition C36H30FN6O9Tl at a distorted geometry, with properties calculated with the ωB97M-V functional and the def2-TZVPD basis.

The molar mass comes out at 914.05 g mol⁻¹. As for the total energy: -72593.399 eV. As for the LUMO energy: -1.7 eV. Its HOMO energy is -7.0484 eV.

ORCA input file:
```
! wB97M-V def2-TZVPD RIJCOSX def2/J DEFGRID3
* xyz 0 1
Tl 0.046 -0.793 1.935
O -0.506 -2.805 10.468
N -0.729 -3.323 9.387
O -1.292 -4.393 9.246
C -0.264 -2.614 8.187
C 0.919 -2.014 8.316
C 1.559 -1.391 7.215
C 2.810 -0.787 7.320
C 3.351 -0.158 6.229
C 2.664 -0.293 5.002
N 1.517 -0.931 4.867
C 0.934 -1.426 5.954
C -0.412 -1.944 5.864
N -1.041 -1.756 4.697
C -2.275 -2.150 4.589
C -2.974 -2.841 5.609
C -2.334 -3.033 6.809
C -1.033 -2.591 6.970
H 1.486 -2.021 9.232
H 3.325 -0.830 8.243
H 4.286 0.433 6.248
H 3.091 0.096 4.086
H -2.772 -1.877 3.659
H -3.986 -3.150 5.414
H -2.823 -3.554 7.635
C -4.109 4.648 -2.386
C -2.702 4.508 -1.882
N -2.410 3.166 -1.354
C -2.350 3.009 0.015
C -2.183 1.840 0.647
C -2.094 1.939 2.188
O -2.421 3.006 2.674
O -1.689 0.906 2.763
C -2.122 0.627 -0.110
O -2.109 -0.506 0.344
C -1.996 0.817 -1.587
C -1.711 -0.319 -2.353
C -1.552 -0.173 -3.690
F -1.242 -1.247 -4.455
C -1.680 1.114 -4.302
C -2.038 2.231 -3.578
C -2.164 2.078 -2.163
N -1.355 1.187 -5.706
C -2.175 0.358 -6.587
C -1.834 0.638 -8.030
N -0.360 0.421 -8.227
C 0.396 1.343 -7.336
C 0.032 0.986 -5.909
H -4.260 5.650 -2.792
H -4.865 4.468 -1.590
H -4.359 3.900 -3.186
H -2.508 5.207 -1.070
H -1.909 4.730 -2.622
H -2.355 3.934 0.565
H -1.474 -1.251 -1.805
H -2.201 3.141 -4.144
H -3.227 0.602 -6.444
H -2.005 -0.712 -6.405
H -2.008 1.657 -8.341
H -2.324 -0.033 -8.745
H -0.088 0.589 -9.200
H -0.174 -0.538 -7.951
H 0.166 2.332 -7.657
H 1.489 1.190 -7.506
H 0.583 1.597 -5.210
H 0.422 -0.008 -5.710
O 1.720 -3.627 0.765
C 1.441 -2.718 -0.023
O 0.310 -2.203 -0.315
C 2.639 -1.940 -0.599
C 2.492 -0.711 -1.238
C 3.608 0.047 -1.585
C 4.849 -0.496 -1.257
O 6.109 0.072 -1.426
C 6.983 -0.815 -0.722
O 6.316 -2.085 -0.587
C 4.981 -1.753 -0.702
C 3.880 -2.508 -0.361
H 1.489 -0.357 -1.451
H 3.584 1.045 -1.980
H 7.170 -0.420 0.294
H 7.900 -0.934 -1.290
H 3.947 -3.476 0.133
*
```

Atomic partial charges in e from the Mulliken method, atoms 1 to 2:
1 Tl 0.84
2 O -0.57

***

Entry 2:
Below is a cluster of 3 separate species, C5H14NO2 in total at a distorted geometry, with properties calculated with the ωB97M-V functional and the def2-TZVPD basis.

The molar mass comes out at 120.17 g mol⁻¹. The energy relative to the best compared isomer or geometry (same formula, charge and spin) is 54.8 kcal per mole. As for the total energy: -10989.428 eV. As for the LUMO energy: -4.8 eV. Its HOMO energy is -13.5716 eV.

ORCA input file:
```
! wB97M-V def2-TZVPD RIJCOSX def2/J DEFGRID3
* xyz 1 1
C 1.759 -1.223 -1.625
C 0.306 -1.360 -1.134
C 0.119 -1.328 0.335
C -0.730 -0.469 0.860
N -1.016 -0.404 2.268
C -0.133 -0.379 3.179
H 1.712 -1.061 -2.695
H 2.360 -2.078 -1.326
H 2.252 -0.372 -1.153
H -0.148 -2.221 -1.628
H -0.221 -0.509 -1.561
H 0.597 -2.115 0.868
H -1.253 0.289 0.301
H -1.999 -0.422 2.540
H 0.890 -0.294 2.870
H -0.413 -0.341 4.222
H -2.729 2.726 3.443
H -3.591 2.461 2.239
O -2.743 2.213 2.626
H 1.348 2.995 -5.018
H 2.050 1.672 -5.123
O 1.582 2.223 -4.487
*
```

Atomic partial charges in e from the Mulliken method, atoms 1 to 2:
1 C -1.13
2 C -0.53

***

Entry 3:
Below is a cluster of 2 separate species, C4H11N2S in total at a distorted geometry, with properties calculated with the ωB97M-V functional and the def2-TZVPD basis.

The molar mass comes out at 119.21 g mol⁻¹. The energy relative to the best compared isomer or geometry (same formula, charge and spin) is 62.2 kcal per mole. As for the total energy: -18132.823 eV. As for the LUMO energy: -3.8 eV. Its HOMO energy is -13.2656 eV.

ORCA input file:
```
! wB97M-V def2-TZVPD RIJCOSX def2/J DEFGRID3
* xyz 1 1
C -2.305 0.788 -0.243
C -1.472 -1.413 0.058
C 1.792 1.753 0.108
C 2.094 -0.638 -0.314
N -1.336 -0.007 0.076
N 1.341 0.335 -0.095
S -4.016 0.462 -0.050
H -1.017 -1.978 0.956
H -2.523 -1.699 -0.025
H -0.957 -1.865 -0.803
H 1.254 2.426 -0.662
H 2.778 1.973 -0.097
H 1.802 2.245 1.113
H 1.526 -1.569 -0.605
H 3.229 -0.560 -0.198
H -1.972 1.711 -0.519
H 0.137 0.203 -0.230
H -4.037 -0.777 0.692
*
```

Atomic partial charges in e from the Mulliken method, atoms 1 to 2:
1 C 0.08
2 C -0.95

***

Entry 4:
Below is a structure of composition C8H12ClO7PSi2 at a distorted geometry, with properties calculated with the ωB97M-V functional and the def2-TZVPD basis.

The molar mass comes out at 342.78 g mol⁻¹. As for the total energy: -60392.566 eV. As for the LUMO energy: -1.4 eV. Its HOMO energy is -8.6230 eV.

ORCA input file:
```
! wB97M-V def2-TZVPD RIJCOSX def2/J DEFGRID3
* xyz 0 1
C -3.877 0.896 -4.674
C -2.714 1.305 -5.180
Si -1.553 2.287 -4.106
O -1.622 1.623 -2.580
Si -1.224 0.111 -2.132
Cl 0.083 0.256 -0.538
P -0.188 -0.993 -3.803
O -1.222 -2.240 -4.064
O 1.146 -1.623 -3.104
H -4.393 0.030 -5.079
H -4.329 1.399 -3.824
H -2.442 1.018 -6.193
H -0.185 2.293 -4.648
H -1.985 3.694 -3.974
H -2.425 -0.596 -1.652
H -1.235 -2.386 -5.019
H 1.243 -1.383 -2.169
C 2.382 -0.612 5.855
C 2.389 0.623 5.332
C 1.918 0.905 3.922
O 1.953 2.065 3.556
C 1.467 -0.202 3.107
C 1.462 -1.437 3.629
C 1.911 -1.715 5.046
O 1.849 -2.871 5.423
O 1.071 -2.515 2.968
O 2.799 1.698 5.985
H 2.714 -0.822 6.862
H 1.147 0.006 2.097
H 1.170 -3.264 3.590
H 2.690 2.448 5.366
*
```

Atomic partial charges in e from the Mulliken method, atoms 1 to 2:
1 C -0.51
2 C -0.35

***

Q: LUMO energy of number 2 (C5H14NO2)?
A: -4.8 eV

***

Q: Which value of molar mass does entry 3 give?
A: 119.21 g mol⁻¹

***

Q: Look up the LUMO energy of the first one.
A: -1.7 eV